Record 1
Here is a 14-piece molecular cluster, C28H84O14 overall from OMol25. Energies are from wB97M-V/def2-TZVPD.

Atoms and positions in Å:
C -1.919 -0.727 -4.703
C -0.939 -1.820 -5.069
O 0.340 -1.276 -5.494
H -2.813 -1.202 -4.294
H -2.162 -0.137 -5.589
H -1.521 -0.072 -3.929
H -1.298 -2.394 -5.931
H -0.838 -2.505 -4.229
H 0.084 -0.425 -5.878
C -0.990 4.885 -2.625
C -1.089 4.010 -1.400
O 0.184 3.371 -1.097
H -1.960 5.326 -2.862
H -0.764 4.324 -3.538
H -0.203 5.630 -2.503
H -1.802 3.199 -1.561
H -1.413 4.584 -0.528
H -0.057 2.442 -1.005
C 2.373 2.476 -5.281
C 1.248 2.032 -4.358
O 0.049 1.823 -5.108
H 3.196 2.743 -4.611
H 2.167 3.288 -5.972
H 2.718 1.627 -5.876
H 1.063 2.792 -3.589
H 1.574 1.141 -3.804
H -0.682 1.841 -4.481
C 0.493 0.200 -1.128
C -0.019 0.482 0.269
O -1.282 1.107 0.172
H -0.247 0.134 -1.938
H 0.992 -0.769 -1.193
H 1.127 0.952 -1.609
H 0.651 1.147 0.830
H -0.143 -0.451 0.832
H -1.713 1.205 1.061
C -0.396 3.987 2.525
C 0.943 4.591 2.039
O 0.698 5.397 0.911
H -0.659 3.105 1.931
H -1.215 4.671 2.302
H -0.327 3.714 3.578
H 1.680 3.803 1.853
H 1.276 5.183 2.895
H 0.449 4.794 0.194
C -1.789 -4.128 -1.549
C -2.901 -3.133 -1.237
O -2.713 -2.710 0.120
H -0.865 -3.913 -0.998
H -1.516 -4.226 -2.599
H -2.026 -5.087 -1.076
H -3.880 -3.573 -1.410
H -2.783 -2.188 -1.790
H -1.792 -2.439 0.190
C 4.079 -1.731 2.152
C 3.442 -1.583 0.791
O 3.159 -2.909 0.314
H 4.054 -0.778 2.694
H 5.159 -1.883 2.095
H 3.596 -2.479 2.774
H 4.094 -1.089 0.064
H 2.497 -1.026 0.808
H 2.681 -2.868 -0.537
C 0.839 -5.255 2.760
C -0.150 -4.419 1.973
O 0.254 -3.085 1.757
H 0.463 -6.256 2.971
H 1.015 -4.823 3.753
H 1.808 -5.296 2.258
H -1.108 -4.448 2.489
H -0.299 -4.995 1.050
H 1.091 -3.085 1.270
C -6.279 0.905 -1.462
C -5.090 0.584 -0.561
O -4.098 1.597 -0.734
H -7.057 0.139 -1.437
H -5.910 0.988 -2.485
H -6.759 1.833 -1.152
H -4.693 -0.416 -0.759
H -5.430 0.555 0.484
H -3.259 1.131 -0.613
C 3.887 -4.235 -2.830
C 2.397 -4.024 -2.768
O 2.097 -2.706 -2.253
H 4.123 -5.211 -3.275
H 4.376 -4.190 -1.859
H 4.419 -3.569 -3.515
H 1.881 -4.726 -2.115
H 1.949 -4.109 -3.761
H 2.276 -2.023 -2.905
C -4.122 2.426 2.944
C -3.179 1.412 3.583
O -2.098 1.133 2.714
H -3.609 3.334 2.639
H -4.891 2.600 3.700
H -4.625 1.994 2.079
H -3.762 0.528 3.869
H -2.795 1.808 4.531
H -1.514 0.460 3.115
C -2.031 -3.053 4.989
C -1.069 -1.896 4.910
O -0.993 -1.374 3.576
H -2.379 -3.318 5.996
H -1.569 -4.007 4.716
H -2.947 -2.808 4.452
H -0.050 -2.127 5.230
H -1.476 -1.067 5.495
H -0.467 -1.970 3.007
C 1.809 0.317 3.685
C 2.048 1.727 4.241
O 1.411 1.807 5.501
H 1.998 0.246 2.608
H 0.736 0.096 3.694
H 2.351 -0.469 4.207
H 1.639 2.373 3.463
H 3.129 1.864 4.343
H 1.200 2.728 5.684
C 4.272 1.789 -1.416
C 3.463 2.706 -0.493
O 4.310 3.068 0.601
H 4.389 0.866 -0.843
H 5.255 2.187 -1.646
H 3.687 1.528 -2.299
H 2.601 2.150 -0.106
H 3.069 3.627 -0.930
H 4.117 3.969 0.869

Frontier orbital gap   10.328 eV
LUMO level   0.6 eV

These are the Löwdin partial charges, in e, on atoms 1 to 5:
1. C -0.09
2. C -0.29
3. O -0.10
4. H 0.07
5. H 0.09


Record 2
Here is the molecule C6H10 from OMol25. Energies are from wB97M-V/def2-TZVPD.

Atoms and positions in Å:
C 2.932 0.514 -0.351
C 1.626 0.190 0.106
C 0.494 -0.124 0.297
C -0.873 -0.516 0.484
C -1.304 -0.910 -0.914
C -1.746 0.588 1.056
H 3.679 0.608 0.432
H 3.459 0.008 -1.158
H 2.752 1.586 -0.759
H -0.913 -1.409 1.124
H -1.458 -0.079 -1.615
H -2.227 -1.479 -0.856
H -0.515 -1.584 -1.461
H -1.737 1.479 0.418
H -2.783 0.250 1.153
H -1.385 0.879 2.045

Frontier orbital gap   10.298 eV
LUMO level   1.0 eV

These are the Löwdin partial charges, in e, on atoms 1 to 5:
1. C -0.12
2. C -0.10
3. C -0.05
4. C -0.46
5. C -0.10


Record 3
Here is C33H45BN5O4P2Ru as an isolated structure from OMol25. Energies are from wB97M-V/def2-TZVPD.

Atoms and positions in Å:
Ru 0.473 0.535 0.682
C 1.938 -0.269 4.931
C 1.802 -0.401 3.425
O 0.964 0.326 2.875
C 2.651 -1.353 2.799
C 2.759 -1.672 1.447
C 3.874 -2.643 1.119
N 1.968 -1.170 0.503
N 2.459 -1.525 -0.756
C 1.823 -1.288 -1.789
O 0.605 -0.659 -1.845
C 2.398 -1.641 -3.152
C 1.886 -1.084 -4.307
C 2.411 -1.433 -5.555
C 3.448 -2.342 -5.640
C 3.964 -2.899 -4.477
C 3.441 -2.546 -3.239
H 1.270 0.515 5.283
H 2.968 -0.024 5.204
H 1.685 -1.211 5.427
H 3.328 -1.880 3.460
H 4.358 -2.972 2.038
H 4.612 -2.168 0.473
H 3.501 -3.513 0.577
H 1.085 -0.356 -4.244
H 2.004 -0.985 -6.452
H 3.854 -2.619 -6.606
H 4.771 -3.620 -4.531
H 3.833 -2.974 -2.324
C 3.265 2.382 -1.067
P 2.113 2.067 0.314
C 3.263 2.076 1.722
C 1.270 3.717 0.433
C 1.877 4.867 0.914
C 1.141 6.042 1.082
C -0.201 6.062 0.753
C -0.806 4.918 0.234
C -0.068 3.750 0.069
P -0.712 2.150 -0.561
C -2.506 2.415 -0.694
C -0.261 2.272 -2.334
H 3.834 3.294 -0.877
H 2.733 2.488 -2.011
H 3.954 1.538 -1.154
H 4.023 2.857 1.657
H 3.753 1.101 1.750
H 2.684 2.185 2.637
H 2.927 4.851 1.193
H 1.618 6.929 1.479
H -0.785 6.964 0.894
H -1.857 4.944 -0.029
H -2.959 2.523 0.291
H -2.931 1.523 -1.161
H -2.744 3.281 -1.314
H -0.514 3.251 -2.743
H -0.798 1.498 -2.887
H 0.803 2.086 -2.456
C -1.881 -1.969 0.643
N -2.492 -1.717 1.942
C -2.511 -2.881 2.827
C -2.357 -0.453 2.474
N -1.642 0.437 1.887
N -3.043 -0.245 3.673
C -4.462 -0.575 3.715
C -2.676 0.927 4.443
H -2.187 -2.962 0.312
H -0.791 -1.930 0.682
H -2.224 -1.232 -0.083
H -1.534 -3.377 2.826
H -3.260 -3.601 2.495
H -2.735 -2.580 3.846
H -1.720 1.342 2.327
H -4.688 -1.347 2.985
H -5.079 0.304 3.486
H -4.744 -0.937 4.706
H -1.595 1.066 4.418
H -2.977 0.782 5.481
H -3.163 1.843 4.079
O -1.600 -0.495 -2.752
B -0.539 -1.256 -2.265
O -0.826 -2.617 -2.254
C -2.121 -2.691 -2.744
C -2.894 -3.808 -2.916
C -4.191 -3.601 -3.406
C -4.660 -2.324 -3.697
C -3.851 -1.197 -3.510
C -2.587 -1.424 -3.032
H -2.515 -4.796 -2.684
H -4.840 -4.455 -3.559
H -5.668 -2.197 -4.072
H -4.199 -0.194 -3.731

Frontier orbital gap (spin up / spin down)   6.321 / 6.124 eV
Multiplicity   2
LUMO level (spin up / spin down)   0.6 / 0.6 eV

These are the Löwdin partial charges, in e, on atoms 1 to 5:
1. Ru 0.60
2. C -0.03
3. C -0.50
4. O -0.15
5. C -0.06


Record 4
Here is a 2-piece molecular cluster, C4H5NO overall from OMol25. Energies are from wB97M-V/def2-TZVPD.

Atoms and positions in Å:
O -1.675 1.243 1.307
C -1.347 0.174 1.060
N 0.804 1.238 -0.155
C 1.370 0.753 -1.183
C -0.474 -1.670 -0.187
C -1.166 -1.183 0.918
H 1.137 2.186 0.038
H 1.077 -0.255 -1.477
H 2.122 1.288 -1.777
H -0.520 -2.774 -0.113
H -1.678 -1.718 1.727

Frontier orbital gap   8.477 eV
LUMO level   0.2 eV

These are the Löwdin partial charges, in e, on atoms 1 to 5:
1. O 0.23
2. C -0.15
3. N 0.02
4. C -0.12
5. C 0.03


Record 5
Here is a 3-piece molecular cluster, C3H11NO2 overall from OMol25. Energies are from wB97M-V/def2-TZVPD.

Atoms and positions in Å:
C 1.364 0.668 1.296
C 0.121 0.303 0.987
C -0.466 -1.044 0.698
N -0.838 -1.182 -0.699
H 1.869 1.509 0.840
H 1.976 -0.003 1.891
H -0.418 1.092 0.469
H 0.112 -1.860 1.142
H -1.420 -1.057 1.247
H -1.438 -1.989 -0.783
H -0.063 -1.223 -1.348
O -2.773 1.395 -0.059
H -2.294 1.692 0.722
H -2.227 0.674 -0.410
O 2.104 0.158 -2.312
H 2.866 0.038 -1.738
H 1.524 0.828 -1.941

Frontier orbital gap   10.450 eV
LUMO level   0.7 eV

These are the Löwdin partial charges, in e, on atoms 1 to 5:
1. C 0.00
2. C -0.19
3. C -0.30
4. N 0.01
5. H 0.05


Record 6
Here is the molecule C9H7NO4S from OMol25. Energies are from wB97M-V/def2-TZVPD.

Atoms and positions in Å:
C 3.599 0.505 0.052
C 3.091 -0.760 0.309
C 2.737 1.538 -0.273
C 1.732 -0.993 0.245
C 1.373 1.318 -0.327
C 0.850 0.050 -0.068
C -1.304 -1.287 -0.201
C -0.576 -0.186 -0.070
C -2.788 -1.298 -0.103
N -3.406 -0.345 -0.861
O -3.406 -2.118 0.563
O -1.376 2.427 -0.519
O -1.952 1.387 1.638
O -4.704 -0.190 -0.558
S -1.696 1.253 0.235
H 4.662 0.682 0.107
H 3.763 -1.562 0.573
H 3.117 2.527 -0.477
H 1.343 -1.978 0.459
H 0.719 2.132 -0.591
H -0.851 -2.267 -0.296
H -4.928 -0.836 0.161

Frontier orbital gap (spin up / spin down)   7.141 / 7.939 eV
LUMO level (spin up / spin down)   -2.0 / -1.7 eV

These are the Löwdin partial charges, in e, on atoms 1 to 5:
1. C -0.07
2. C -0.07
3. C -0.06
4. C -0.02
5. C -0.02


Record 7
Here is the molecule C3H9ClNP from OMol25. Energies are from wB97M-V/def2-TZVPD.

Atoms and positions in Å:
C 1.332 -0.526 0.401
C 0.083 0.243 -0.135
C 0.296 1.799 0.092
P -1.555 -0.439 0.502
N -1.367 -1.823 -0.518
Cl -2.751 0.824 -0.563
H 1.328 -0.382 1.448
H 1.193 -1.551 0.340
H 2.194 -0.193 -0.105
H 0.029 0.094 -1.282
H -0.386 2.410 -0.412
H 1.315 1.951 -0.155
H 0.321 2.187 1.098
H -0.335 -1.951 -0.671
H -1.695 -2.642 -0.039

Frontier orbital gap   10.050 eV
LUMO level   1.0 eV

These are the Löwdin partial charges, in e, on atoms 1 to 5:
1. C -0.12
2. C -0.61
3. C -0.14
4. P 0.49
5. N -0.26


Record 8
Here is C38H35ClGdN2Si2 as an isolated structure from OMol25. Energies are from wB97M-V/def2-TZVPD.

Atoms and positions in Å:
C -2.087 -1.018 4.085
C -2.858 -0.657 2.931
C -2.865 -1.786 2.046
H -3.420 0.271 2.784
C -2.087 -2.832 2.646
C -1.594 -2.352 3.904
H -1.010 -2.933 4.618
H -1.989 -0.419 4.990
H -3.456 -1.878 1.129
H -1.987 -3.858 2.272
Gd -0.380 -0.901 2.275
Si -1.263 -1.317 -2.869
C -0.946 0.227 -3.943
C 0.325 0.334 -4.503
H 1.077 -0.433 -4.302
C 0.699 1.451 -5.259
H 1.740 1.557 -5.585
C -0.249 2.434 -5.544
H 0.034 3.292 -6.164
C -1.548 2.307 -5.039
H -2.272 3.099 -5.246
C -1.897 1.210 -4.242
H -2.908 1.130 -3.836
C -0.521 -2.553 -4.144
C -0.916 -2.481 -5.500
H -1.878 -2.030 -5.765
C -0.074 -2.941 -6.520
H -0.352 -2.778 -7.559
C 1.125 -3.591 -6.220
H 1.828 -3.850 -7.015
C 1.366 -3.895 -4.884
H 2.238 -4.486 -4.637
C 0.520 -3.445 -3.858
H 0.675 -3.776 -2.829
H -2.726 -1.375 -2.833
Si 2.244 1.626 -2.229
C 1.277 0.027 -1.610
C -0.171 -0.220 -1.417
H -0.732 0.713 -1.287
C -0.652 -1.453 -0.783
H -1.712 -1.627 -0.511
C 0.307 -2.235 -0.043
H -0.012 -3.094 0.579
C 1.655 -1.863 -0.091
H 2.386 -2.287 0.610
C 2.114 -0.908 -1.030
H 3.182 -0.852 -1.231
C 1.018 2.946 -1.729
C 0.427 2.773 -0.452
H 1.006 2.289 0.344
C -0.906 3.155 -0.258
H -1.464 2.832 0.632
C -1.520 3.954 -1.243
H -2.586 4.185 -1.173
C -0.749 4.493 -2.288
H -1.159 5.267 -2.946
C 0.559 4.035 -2.504
H 1.213 4.462 -3.269
H 3.275 1.969 -1.286
Cl 1.856 0.532 1.915
N -0.486 1.360 3.514
C 0.035 1.367 4.838
C -0.219 2.418 5.704
C 0.481 2.476 6.921
C 1.358 1.468 7.293
C 1.560 0.328 6.470
C 2.388 -0.756 6.825
C 2.423 -1.883 6.023
C 1.595 -1.945 4.886
N 0.875 -0.881 4.473
C 0.853 0.259 5.237
H -1.187 2.088 3.379
H 0.317 1.521 2.848
H -0.946 3.175 5.407
H 0.327 3.332 7.571
H 1.897 1.503 8.244
H 2.959 -0.668 7.746
H 3.056 -2.739 6.249
H 1.512 -2.868 4.287

Frontier orbital gap (spin up / spin down)   3.774 / 5.479 eV
Charge   +1
Multiplicity   8
LUMO level (spin up / spin down)   -4.2 / -5.5 eV

These are the Löwdin partial charges, in e, on atoms 1 to 5:
1. C -0.24
2. C -0.21
3. C -0.21
4. H 0.11
5. C -0.21